1.
{
  "formula": "C7H18N2",
  "method": "ωB97M-V with the def2-TZVPD basis set",
  "e_above_lowest_kcal_mol": 47.5,
  "homo_lumo_gap_ev": 8.842,
  "e_tot_ha": -386.95386,
  "lumo_energy_ev": 1.062,
  "symbols": ["N", "N", "C", "C", "C", "C", "C", "C", "C", "H", "H", "H", "H", "H", "H", "H", "H", "H", "H", "H", "H", "H", "H", "H", "H", "H", "H"],
  "positions_angstrom": [[1.07296, -1.45506, -0.23096], [-0.34908, -1.52727, -0.09397], [1.55363, -1.94997, -2.55170], [2.40465, -1.03632, 1.82386], [-3.35250, 0.78277, 0.18952], [1.79537, -1.00122, -1.42270], [1.84378, -2.06940, 0.86052], [-1.08033, -0.25072, -0.05524], [-2.50072, -0.42506, 0.52338], [-0.75284, -2.18498, -0.75783], [0.56752, -1.76244, -3.00479], [2.34695, -1.83082, -3.31911], [1.57646, -2.97354, -2.17625], [1.58890, -0.41872, 2.26385], [3.07735, -0.35182, 1.29361], [2.92572, -1.55981, 2.63069], [-2.91070, 1.66984, 0.67198], [-4.36377, 0.58956, 0.54968], [-3.41847, 0.99564, -0.88512], [1.37579, -0.02558, -1.72364], [2.86031, -0.85345, -1.22406], [1.23021, -2.80119, 1.42148], [2.67739, -2.59341, 0.40828], [-1.11512, 0.14207, -1.06517], [-0.52800, 0.45609, 0.58598], [-2.98025, -1.33429, 0.12252], [-2.46980, -0.53067, 1.63171]]
}



2.
{
  "formula": "C7H18N2O",
  "method": "ωB97M-V with the def2-TZVPD basis set",
  "e_above_lowest_kcal_mol": 156.9,
  "homo_lumo_gap_ev": [6.965, 6.966],
  "e_tot_ha": -462.03180,
  "lumo_energy_ev": [-0.027, -0.027],
  "symbols": ["C", "C", "C", "C", "N", "H", "H", "H", "H", "H", "H", "H", "H", "H", "H", "H", "C", "C", "N", "C", "O", "H", "H", "H", "H", "H", "H", "H"],
  "positions_angstrom": [[0.01406, -1.72555, 0.55456], [-0.67003, 0.30190, 1.95743], [1.07491, -2.19255, -0.44703], [-1.28999, -2.50668, 0.44430], [-1.77772, 0.66191, 1.37455], [0.42626, -1.85817, 1.55639], [-2.66367, 0.34831, 1.74583], [-1.66672, 0.87879, 0.24993], [0.23450, 0.81346, 1.65998], [-0.68859, -0.33501, 2.83217], [0.73637, -2.00472, -1.46580], [1.29664, -3.25604, -0.31699], [2.01047, -1.64920, -0.30008], [-2.03640, -2.15369, 1.16143], [-1.71580, -2.39875, -0.55571], [-1.14155, -3.57490, 0.62697], [1.71215, 1.58075, -1.61806], [0.66230, 2.24014, -0.77871], [-0.70925, 0.34025, -1.19332], [0.87077, 3.27809, 0.03786], [-0.61554, 1.78141, -0.90860], [-0.24636, -0.63886, 0.03005], [-1.57110, 0.30275, -1.73686], [2.61759, 2.18637, -1.61854], [1.35289, 1.45765, -2.64055], [1.93141, 0.57907, -1.24871], [0.05649, 3.71249, 0.60028], [1.79591, 3.83080, -0.00280]]
}



3.
{
  "formula": "C7H18N2O",
  "method": "ωB97M-V with the def2-TZVPD basis set",
  "e_above_lowest_kcal_mol": 183.9,
  "homo_lumo_gap_ev": [8.392, 7.543],
  "e_tot_ha": -461.98879,
  "lumo_energy_ev": [0.089, -0.422],
  "symbols": ["C", "C", "C", "C", "C", "C", "C", "N", "N", "O", "H", "H", "H", "H", "H", "H", "H", "H", "H", "H", "H", "H", "H", "H", "H", "H", "H", "H"],
  "positions_angstrom": [[-1.48082, 0.75694, 1.22899], [-1.28032, 1.95139, -0.97478], [-3.07643, 0.08169, -0.48983], [3.44525, 0.52495, -0.56810], [2.62130, -0.60069, 1.43553], [-0.56918, -2.97192, -0.56285], [-1.59089, 0.56393, -0.23601], [-0.56758, -0.33358, -0.82403], [2.38421, 0.51781, 0.41971], [-0.94132, -1.70751, -0.42699], [-1.33177, -0.37469, 1.65789], [-0.56456, 1.36579, 1.57484], [-2.34712, 1.21430, 1.64769], [-0.18808, 2.29253, -0.74450], [-2.06527, 2.76581, -0.60784], [-1.42288, 1.71761, -2.01069], [-3.66241, 0.13880, 0.45004], [-3.52227, 0.78476, -1.22480], [-3.31387, -1.03254, -0.89308], [3.03393, 0.40909, -1.58360], [3.91035, 1.54407, -0.57819], [4.06028, -0.31035, -0.32446], [3.57647, -0.29100, 1.89138], [1.75695, -0.80570, 2.20874], [2.53098, -1.50385, 0.77399], [-1.26863, -3.72030, -0.19065], [0.42256, -3.15829, -1.10947], [1.45113, 0.18097, 0.06108]]
}



4.
{
  "formula": "C7H18N3",
  "method": "ωB97M-V with the def2-TZVPD basis set",
  "charge": 1,
  "e_above_lowest_kcal_mol": 108.1,
  "homo_lumo_gap_ev": 7.617,
  "e_tot_ha": -441.42075,
  "lumo_energy_ev": -2.994,
  "symbols": ["C", "C", "C", "C", "C", "C", "C", "N", "N", "N", "H", "H", "H", "H", "H", "H", "H", "H", "H", "H", "H", "H", "H", "H", "H", "H", "H", "H"],
  "positions_angstrom": [[-2.13352, -0.02762, -0.27630], [-1.94308, -1.53973, -0.15276], [-1.13952, 0.93484, 0.40016], [0.26581, 0.72363, -0.15882], [0.52158, -1.44954, 0.15786], [-1.56167, 2.36541, 0.12395], [2.99601, -1.33171, 0.06265], [-0.59528, -1.87398, -0.49651], [1.23893, 1.53677, 0.60896], [1.70276, -1.58418, -0.47162], [-2.05392, 0.06819, -1.35481], [-3.05321, 0.29777, 0.02211], [-2.16126, -2.11921, 0.76939], [-2.51331, -2.02372, -1.02521], [-1.15014, 0.81804, 1.53234], [0.46110, 1.00995, -1.16469], [0.38652, -1.28795, 1.24798], [-1.85010, 2.41044, -0.81826], [-0.88060, 3.18523, 0.45319], [-2.48188, 2.56262, 0.61328], [3.12789, -1.27511, 1.12853], [3.67119, -2.25180, -0.09606], [3.40258, -0.45123, -0.38660], [-0.40406, -2.03072, -1.49576], [1.13716, 2.55323, 0.25555], [1.19598, 1.48248, 1.69544], [1.66333, -1.91329, -1.42122], [2.15074, 1.21121, 0.24724]]
}



5.
{
  "formula": "C7H18NO2",
  "method": "ωB97M-V with the def2-TZVPD basis set",
  "charge": 1,
  "e_above_lowest_kcal_mol": 5.8,
  "homo_lumo_gap_ev": 10.881,
  "e_tot_ha": -482.48751,
  "lumo_energy_ev": -3.017,
  "symbols": ["C", "C", "C", "O", "C", "C", "N", "H", "H", "H", "H", "H", "H", "H", "H", "H", "H", "H", "H", "C", "C", "O", "H", "H", "H", "H", "H", "H"],
  "positions_angstrom": [[1.67684, -0.98541, 1.57916], [0.80129, -1.28348, 0.37703], [0.14068, -2.64816, 0.29325], [-0.82708, -2.89770, 1.29413], [-1.34677, -1.78407, 1.98519], [-1.50903, -0.52033, 1.14480], [-0.31839, -0.27332, 0.24003], [1.13856, -1.00385, 2.52295], [2.47043, -1.72905, 1.62602], [2.13845, -0.00257, 1.47584], [1.40768, -1.16785, -0.52251], [-0.33394, -2.74191, -0.69292], [0.90471, -3.42307, 0.35173], [-0.73927, -1.56728, 2.86595], [-2.33516, -2.06648, 2.34531], [-1.60258, 0.32607, 1.82076], [-2.39029, -0.56215, 0.51082], [0.05254, 0.67726, 0.32837], [-0.64011, -0.33709, -0.72602], [-0.31589, 2.49302, -2.86825], [0.13859, 3.04139, -1.53256], [1.04939, 2.15492, -0.85741], [-0.80855, 1.52464, -2.75124], [-1.02012, 3.17535, -3.34328], [0.53005, 2.36013, -3.54517], [-0.70398, 3.16850, -0.85276], [0.61093, 4.01741, -1.65659], [1.83104, 2.05504, -1.41264]]
}



6.
{
  "formula": "C7H18NO2P",
  "method": "ωB97M-V with the def2-TZVPD basis set",
  "e_above_lowest_kcal_mol": 77.3,
  "homo_lumo_gap_ev": 8.283,
  "e_tot_ha": -824.02259,
  "lumo_energy_ev": -0.644,
  "symbols": ["C", "C", "C", "C", "C", "C", "C", "N", "O", "O", "P", "H", "H", "H", "H", "H", "H", "H", "H", "H", "H", "H", "H", "H", "H", "H", "H", "H", "H"],
  "positions_angstrom": [[-0.59603, -0.94738, 1.61548], [0.11025, -1.69194, -0.73797], [2.03060, 0.86351, 1.01144], [0.14899, 2.28767, 0.39824], [1.35975, 0.99000, -1.35469], [-3.18354, -1.12928, -0.96197], [-0.54999, -0.72987, 0.14698], [0.93053, 1.05115, 0.02849], [-2.45498, 1.14321, 0.42807], [-1.55388, 0.72159, -1.96703], [-1.94491, 0.24205, -0.62911], [-1.62772, -1.42620, 1.87136], [0.16150, -1.66399, 1.91500], [-0.49676, 0.00219, 2.16199], [1.08219, -1.78705, -0.58240], [-0.19663, -2.65626, -0.24282], [-0.24620, -1.46580, -1.75476], [1.59108, 0.54491, 1.94631], [2.94649, 0.13737, 0.82230], [2.58666, 1.68799, 1.28964], [0.79726, 3.02770, 0.84197], [-0.41624, 2.68117, -0.50464], [-0.65425, 2.12557, 1.11582], [0.53093, 1.07068, -2.01270], [2.16901, 1.61644, -1.76726], [2.01204, 0.07915, -1.56264], [-4.13637, -0.58961, -0.96760], [-2.99909, -1.64749, -1.91105], [-3.21466, -2.01373, -0.33415]]
}